Version i
Formula: C2H7N2O
Source: OMol25
Level of theory: ωB97M-V/def2-TZVPD

The geometry in ORCA input format:
```
! wB97M-V def2-TZVPD RIJCOSX def2/J DEFGRID3
* xyz 1 1
N 0.19307 -1.81563 1.11700
C 0.13270 -0.79499 0.23563
O 0.43525 -1.02965 -0.92195
C 0.07754 0.73455 0.40753
N -0.29051 1.19066 -1.09657
H 0.08055 -1.78106 2.08525
H 0.50662 -2.73712 0.75019
H -0.86615 1.05858 0.97138
H 0.98787 1.22930 0.87116
H 0.18589 0.65425 -1.76279
H -1.37747 1.09048 -1.30358
H -0.06535 2.20063 -1.35327
*
```

Computed properties:
LUMO: -3.84 eV
orbital gap: 11.02 eV
HOMO level: -14.866 eV
SMILES: NC(=O)C[NH3+]

Taken from the Mulliken analysis, the atomic charges in e are: N -0.393; C 0.648; O -0.610; C -0.405; N -0.444; H 0.193; H 0.259; H 0.321; H 0.320; H 0.349; H 0.396; H 0.367


Version ii
Formula: C2H7N2O
Source: OMol25
Level of theory: ωB97M-V/def2-TZVPD

The geometry in ORCA input format:
```
! wB97M-V def2-TZVPD RIJCOSX def2/J DEFGRID3
* xyz 1 1
C 1.73965 -1.12083 1.39539
N 1.23294 -0.07099 1.96646
H 2.72027 -1.55024 1.75326
H 1.16377 -1.63829 0.64621
H 0.47536 0.33096 1.31146
H 1.85698 0.47259 2.63278
C -1.13997 0.08607 -1.39839
N -1.85125 1.13892 -1.77467
O -0.22486 -0.03079 -0.65339
H -1.72602 -0.73611 -1.84848
H -1.45153 2.09857 -1.76878
H -2.79532 1.02014 -2.26185
*
```

Computed properties:
LUMO: -5.28 eV
orbital gap: 8.89 eV
HOMO level: -14.173 eV

Taken from the Mulliken analysis, the atomic charges in e are: C -0.046; N -0.190; H 0.271; H 0.290; H 0.369; H 0.332; C 0.159; N -0.348; O -0.577; H 0.230; H 0.241; H 0.270


Version iii
Formula: C2H7N2O
Source: OMol25
Level of theory: ωB97M-V/def2-TZVPD

The geometry in ORCA input format:
```
! wB97M-V def2-TZVPD RIJCOSX def2/J DEFGRID3
* xyz 1 1
C -0.83373 -1.92664 -0.18743
O -0.45544 -1.01331 0.79135
N 0.49566 -0.01147 0.59232
C 0.18350 1.04766 -0.10645
N 0.83171 2.15180 -0.10654
H -0.05248 -2.06974 -1.01198
H -1.82924 -1.69609 -0.61219
H -1.00548 -2.89760 0.22866
H 1.16501 0.05002 1.36746
H -0.71608 1.08625 -0.75716
H 0.54365 2.95832 -0.62544
H 1.67292 2.32081 0.42740
*
```

Computed properties:
LUMO: -3.95 eV
orbital gap: 11.07 eV
HOMO level: -15.021 eV
SMILES: CO/[NH+]=C/N

Taken from the Mulliken analysis, the atomic charges in e are: C -0.596; O -0.228; N -0.113; C 0.277; N -0.273; H 0.307; H 0.283; H 0.283; H 0.274; H 0.306; H 0.246; H 0.234


Version iv
Formula: C2H7N2O
Source: OMol25
Level of theory: ωB97M-V/def2-TZVPD

The geometry in ORCA input format:
```
! wB97M-V def2-TZVPD RIJCOSX def2/J DEFGRID3
* xyz 1 1
C -0.53646 -1.03732 -1.24930
C -0.00277 -0.18001 0.00934
N 1.33856 0.04314 -0.09715
N -0.56778 0.60432 0.90403
O -0.01156 1.38424 1.81578
H -1.20210 -1.95100 -0.98625
H 0.36977 -1.25501 -1.76032
H -1.19344 -0.32184 -1.71751
H 1.88213 -0.69234 -0.51661
H 1.81658 0.54200 0.62338
H -1.55921 0.50961 1.15133
H -0.33371 2.35421 1.82329
*
```

Computed properties:
LUMO: -3.75 eV
orbital gap: 11.58 eV
HOMO level: -15.330 eV
SMILES: C/C(N)=[NH+]/O

Taken from the Mulliken analysis, the atomic charges in e are: C -0.873; C 0.576; N -0.392; N -0.009; O -0.442; H 0.329; H 0.305; H 0.306; H 0.244; H 0.270; H 0.284; H 0.401


Which structure is most stable, and how do the rest compare? From most to least stable: version i, version ii, version iv, version iii.


Version i
Formula: C4H14O2S2
Source: OMol25
Level of theory: ωB97M-V/def2-TZVPD

The geometry in ORCA input format:
```
! wB97M-V def2-TZVPD RIJCOSX def2/J DEFGRID3
* xyz 0 1
C 1.21124 0.25424 0.22109
C 2.67399 0.14960 0.73181
C 2.54294 -0.60678 2.11846
S 2.41019 -2.41891 1.91444
S 0.66677 -3.04449 2.28660
C -0.59606 -3.31039 0.96885
H 1.10995 -0.11519 -0.91342
H 0.32460 -0.31763 0.62984
H 0.97084 1.36005 0.23078
H 3.24280 -0.36479 0.02340
H 2.88827 1.19701 1.10564
H 3.52580 -0.56492 2.60174
H 1.78050 -0.07684 2.82919
H -1.58752 -3.05169 1.30124
H -0.11047 -3.11383 -0.05695
H -0.67784 -4.48054 0.95505
O -2.77281 4.39220 -2.63293
H -2.64209 4.14072 -3.64266
H -2.13996 3.82338 -2.25710
O -4.57551 2.25902 -2.87994
H -3.81747 2.55479 -2.41996
H -4.42813 1.33499 -3.11517
*
```

Computed properties:
LUMO: 0.27 eV
orbital gap: 8.99 eV
HOMO level: -8.719 eV
SMILES: CCCSSC.O.O

Taken from the Mulliken analysis, the atomic charges in e are: C -0.825; C -0.393; C -0.702; S -0.054; S -0.077; C -0.843; H 0.240; H 0.194; H 0.249; H 0.358; H 0.277; H 0.339; H 0.346; H 0.311; H 0.274; H 0.305; O -0.690; H 0.362; H 0.316; O -0.609; H 0.307; H 0.315


Version ii
Formula: C4H14O2S2
Source: OMol25
Level of theory: ωB97M-V/def2-TZVPD

The geometry in ORCA input format:
```
! wB97M-V def2-TZVPD RIJCOSX def2/J DEFGRID3
* xyz 0 1
C 1.58296 1.90299 -0.79274
C 1.45484 0.89290 -1.91214
C 1.71008 -0.64585 -1.63086
S 0.30380 -1.83509 -1.50206
S -0.14934 -2.06716 0.38417
C -0.27082 -0.32417 1.02932
H 1.76362 1.33642 0.13033
H 2.42566 2.62944 -0.90542
H 0.71359 2.55808 -0.77473
H 0.47631 1.01838 -2.34017
H 2.17846 1.10601 -2.71083
H 2.23488 -1.07748 -2.53791
H 2.50857 -0.70835 -0.85509
H -0.90685 0.19340 0.19665
H -0.87334 -0.24550 1.88414
H 0.63598 0.22040 1.36309
O -0.87221 2.22970 2.92177
H -1.89552 2.10699 2.77431
H -0.87440 1.58181 3.77062
O -3.13426 2.36823 1.53264
H -2.92859 1.44857 1.46816
H -2.74030 2.52922 0.62632
*
```

Computed properties:
LUMO: 0.30 eV
orbital gap: 8.43 eV
HOMO level: -8.125 eV
SMILES: CCCSSC.O.O

Taken from the Mulliken analysis, the atomic charges in e are: C -0.879; C -0.253; C -0.884; S -0.078; S -0.088; C -0.695; H 0.179; H 0.321; H 0.202; H 0.274; H 0.350; H 0.348; H 0.402; H 0.121; H 0.401; H 0.272; O -0.646; H 0.331; H 0.336; O -0.714; H 0.339; H 0.361


Which structure is most stable, and how do the rest compare? From most to least stable: version ii, version i.


Version i
Formula: C2H8O
Source: OMol25
Level of theory: ωB97M-V/def2-TZVPD

The geometry in ORCA input format:
```
! wB97M-V def2-TZVPD RIJCOSX def2/J DEFGRID3
* xyz 0 1
C 4.33948 1.26362 -0.22245
O 3.87499 0.82517 1.02166
H 4.11503 2.31192 -0.31061
H 5.52297 1.07939 -0.33343
H 3.91146 0.66501 -0.96462
H 2.90680 0.82985 0.94886
C -7.36106 -1.92841 -0.63040
H -6.75157 -2.26835 -1.49027
H -7.14693 -2.42217 0.33932
H -8.49210 -1.92579 -0.63915
H -6.93611 -0.88246 -0.60635
*
```

Computed properties:
LUMO: 1.03 eV
orbital gap: 11.50 eV
HOMO level: -10.468 eV
SMILES: CO.C

Taken from the Mulliken analysis, the atomic charges in e are: C -0.470; O -0.492; H 0.232; H 0.175; H 0.250; H 0.305; C -0.869; H 0.226; H 0.217; H 0.210; H 0.216


Version ii
Formula: C2H8O
Source: OMol25
Level of theory: ωB97M-V/def2-TZVPD

The geometry in ORCA input format:
```
! wB97M-V def2-TZVPD RIJCOSX def2/J DEFGRID3
* xyz 0 1
C -0.15728 -0.98678 0.58518
C -0.43617 0.28042 1.35950
H -0.66747 -1.83132 1.05757
H 0.90306 -1.22689 0.64724
H -0.52384 -0.93679 -0.42831
H -0.21738 0.17547 2.41483
H 0.17806 1.08405 0.95634
H -1.47698 0.57434 1.24251
O 0.47385 0.73939 -2.54502
H 0.89884 0.93378 -3.39170
H 1.02530 1.19433 -1.89814
*
```

Computed properties:
LUMO: 0.86 eV
orbital gap: 12.45 eV
HOMO level: -11.587 eV
SMILES: CC.O

Taken from the Mulliken analysis, the atomic charges in e are: C -0.840; C -0.797; H 0.318; H 0.254; H 0.275; H 0.298; H 0.224; H 0.267; O -0.616; H 0.313; H 0.304


Which structure is most stable, and how do the rest compare? From most to least stable: version ii, version i.


Version i
Formula: BH16O6
Source: OMol25
Level of theory: ωB97M-V/def2-TZVPD

The geometry in ORCA input format:
```
! wB97M-V def2-TZVPD RIJCOSX def2/J DEFGRID3
* xyz -1 1
B -15.36090 7.49536 30.02599
H -14.23447 7.95937 30.04793
H -15.26454 6.65166 30.72065
H -15.97103 8.18548 30.52699
H -15.87477 7.20423 28.89218
O -16.84400 9.19828 27.01441
H -17.65452 8.62436 26.80624
H -16.68410 9.05262 28.11342
O -13.50241 4.82578 28.90072
H -14.23466 5.37611 28.98242
H -13.26455 4.22897 29.64702
O -13.51099 9.08062 26.72132
H -13.60114 9.64024 27.60581
H -14.25377 8.49874 26.89562
O -15.66708 7.71094 33.61842
H -14.93880 7.01209 33.88130
H -15.41728 7.81893 32.80349
O -18.38680 6.15059 30.83405
H -17.54985 6.58098 30.50432
H -18.31463 6.30648 31.80392
O -14.31378 10.75278 30.35652
H -14.83963 11.50576 30.72850
H -14.88258 9.98519 30.47927
*
```

Computed properties:
LUMO: 3.10 eV
orbital gap: 9.28 eV
HOMO level: -6.185 eV

Taken from the Mulliken analysis, the atomic charges in e are: B -0.557; H -0.089; H -0.163; H -0.086; H -0.195; O -0.679; H 0.314; H 0.385; O -0.681; H 0.320; H 0.293; O -0.685; H 0.343; H 0.338; O -0.639; H 0.323; H 0.393; O -0.733; H 0.422; H 0.316; O -0.652; H 0.299; H 0.413


Version ii
Formula: BH16O6
Source: OMol25
Level of theory: ωB97M-V/def2-TZVPD

The geometry in ORCA input format:
```
! wB97M-V def2-TZVPD RIJCOSX def2/J DEFGRID3
* xyz -1 1
B 0.13119 -0.22746 0.25961
H 0.99959 0.19490 -0.43796
H 0.16630 -1.46269 0.46099
H 0.06007 0.27873 1.30861
H -0.95838 0.02577 -0.30600
O -2.34914 2.21239 2.22817
H -3.07418 2.56104 1.76805
H -1.97808 1.64055 1.60809
O 2.00980 2.65498 0.75540
H 1.48606 3.18679 0.19061
H 1.85103 1.76585 0.57756
O 3.33298 -1.34388 0.64686
H 2.36075 -1.17473 0.51705
H 3.82196 -0.86728 -0.01759
O -1.61144 -3.42681 2.02534
H -1.98559 -2.92505 1.29631
H -0.66036 -3.36680 1.55091
O -0.41640 2.31892 -3.02485
H 0.01106 1.59221 -2.57592
H -0.29365 3.06151 -2.49806
O -1.31844 -2.30500 -2.09353
H -0.79957 -1.75322 -1.49467
H -0.78555 -2.64070 -2.74497
*
```

Computed properties:
LUMO: 3.04 eV
orbital gap: 9.35 eV
HOMO level: -6.309 eV

Taken from the Mulliken analysis, the atomic charges in e are: B 0.445; H -0.349; H -0.393; H -0.196; H -0.273; O -0.640; H 0.288; H 0.324; O -0.635; H 0.286; H 0.388; O -0.715; H 0.365; H 0.293; O -0.679; H 0.322; H 0.323; O -0.655; H 0.339; H 0.290; O -0.698; H 0.302; H 0.267


Which structure is most stable, and how do the rest compare? From most to least stable: version ii, version i.